(1)
Density functional theory data (ωB97M-V/def2-TZVPD) for a structure of composition C20H56O13 at a distorted geometry.

Geometry as ORCA input:
```
! RIJCOSX wB97M-V def2-TZVPD def2/J DEFGRID3
* xyz 0 1
C -5.083 -0.286 -4.308
O -3.756 -0.187 -3.862
C -3.574 0.822 -2.979
C -4.364 0.462 -1.706
O -3.679 0.585 -0.463
C -3.746 1.910 0.072
H -5.403 0.547 -4.933
H -5.823 -0.479 -3.532
H -5.011 -1.111 -5.017
H -3.855 1.733 -3.508
H -2.495 0.956 -2.894
H -4.563 -0.609 -1.725
H -5.367 0.890 -1.701
H -3.308 2.630 -0.619
H -3.011 1.939 0.876
H -4.773 2.149 0.347
C 1.632 1.183 2.346
O 2.148 1.153 1.087
C 3.365 1.909 0.899
C 4.525 1.112 1.621
O 5.767 1.690 1.274
C 6.310 1.325 0.026
H 2.176 0.546 3.044
H 0.576 0.933 2.450
H 1.757 2.205 2.703
H 3.268 2.960 1.172
H 3.530 1.897 -0.178
H 4.492 0.096 1.228
H 4.443 1.007 2.703
H 5.921 2.102 -0.632
H 6.069 0.442 -0.565
H 7.400 1.348 0.045
C -1.793 3.201 -2.784
O -1.477 3.202 -1.386
C -0.219 2.525 -0.983
C -0.047 2.516 0.488
O -0.080 3.845 1.052
C 0.214 3.943 2.431
H -1.574 2.207 -3.175
H -1.287 4.080 -3.185
H -2.855 3.414 -2.909
H 0.563 3.188 -1.355
H 0.019 1.542 -1.388
H 0.812 1.979 0.891
H -0.895 2.013 0.952
H 0.304 5.021 2.565
H 1.192 3.503 2.624
H -0.654 3.539 2.951
C -2.089 -1.077 -1.370
O -0.841 -0.306 -1.117
C -0.329 -0.452 0.251
C 1.230 -0.367 0.454
O 1.880 -1.468 -0.138
C 1.713 -2.789 0.503
H -2.470 -0.871 -2.370
H -2.959 -0.837 -0.759
H -1.882 -2.146 -1.415
H -0.707 -1.361 0.720
H -0.759 0.366 0.829
H 1.508 -0.237 1.499
H 1.608 0.567 0.038
H 2.413 -3.519 0.097
H 0.685 -3.136 0.403
H 1.930 -2.717 1.569
C 2.274 -5.788 2.626
O 1.173 -5.033 2.926
C 1.541 -3.746 3.523
C 0.332 -2.824 3.056
O 0.555 -1.408 3.040
C -0.647 -0.716 2.801
H 2.102 -6.848 2.443
H 3.052 -5.803 3.389
H 2.891 -5.455 1.791
H 2.486 -3.336 3.169
H 1.633 -3.897 4.599
H -0.348 -2.999 3.890
H -0.122 -3.169 2.128
H -0.370 0.328 2.658
H -1.225 -0.845 3.716
H -1.147 -1.127 1.923
O 1.782 -2.211 -2.396
H 1.047 -2.824 -2.427
H 1.875 -1.995 -1.468
O -1.795 -0.901 -4.193
H -2.629 -0.771 -3.742
H -1.717 -1.850 -4.285
O -0.294 0.292 -2.974
H -0.789 -0.401 -3.409
H -0.384 0.101 -2.040
*
```



(2)
Density functional theory data (ωB97M-V/def2-TZVPD) for a structure of composition C20H57Be2N4O10 at a distorted geometry.

Geometry as ORCA input:
```
! RIJCOSX wB97M-V def2-TZVPD def2/J DEFGRID3
* xyz 3 1
Be -23.957 16.547 7.793
Be -21.374 10.924 8.906
O -21.040 13.764 5.455
C -21.921 13.762 6.476
O -22.429 14.812 6.894
O -22.035 12.625 7.008
H -20.715 12.851 5.512
C -27.294 13.212 8.045
C -26.021 14.003 7.531
C -26.143 14.637 6.125
O -24.934 15.366 5.965
C -24.555 15.443 4.593
N -25.840 15.124 8.458
H -27.280 12.240 7.554
H -28.214 13.723 7.756
H -27.338 13.181 9.133
H -25.167 13.353 7.724
H -26.981 15.332 6.176
H -26.168 13.876 5.348
H -24.106 14.543 4.170
H -23.790 16.209 4.470
H -25.424 15.792 4.034
H -25.335 14.769 9.261
H -26.745 15.458 8.772
C -17.326 9.958 7.156
C -18.512 10.602 7.898
C -18.443 12.091 8.163
O -19.540 12.464 8.946
C -19.460 13.845 9.374
N -19.778 10.138 7.328
H -17.336 10.012 6.064
H -17.221 8.905 7.415
H -16.367 10.429 7.378
H -18.426 10.098 8.866
H -18.283 12.631 7.224
H -17.526 12.328 8.708
H -20.322 14.051 10.009
H -19.555 14.529 8.529
H -18.606 14.176 9.966
H -19.739 10.506 6.368
H -19.815 9.126 7.308
C -25.435 9.256 7.708
C -24.296 10.055 8.324
C -24.212 9.741 9.838
O -23.078 10.365 10.421
C -23.088 10.396 11.839
N -23.082 9.659 7.603
H -26.132 9.077 8.538
H -25.142 8.233 7.469
H -26.194 9.633 7.023
H -24.489 11.115 8.158
H -24.263 8.676 10.068
H -25.102 10.257 10.209
H -23.172 9.418 12.315
H -23.876 11.016 12.271
H -22.131 10.845 12.100
H -23.135 8.648 7.639
H -23.065 10.040 6.664
C -20.349 19.148 6.312
C -21.250 18.173 7.042
C -21.592 18.692 8.456
O -22.369 17.620 9.040
C -22.522 17.796 10.453
N -22.432 17.885 6.281
H -20.147 18.999 5.254
H -19.377 19.119 6.808
H -20.749 20.147 6.500
H -20.777 17.189 7.058
H -22.117 19.649 8.405
H -20.721 18.895 9.080
H -23.295 17.143 10.857
H -22.842 18.805 10.723
H -21.606 17.690 11.036
H -22.672 18.631 5.631
H -22.266 17.172 5.571
C -19.470 11.015 3.596
O -20.349 11.181 4.698
H -18.421 11.015 3.882
H -19.671 10.188 2.910
H -19.650 11.808 2.862
H -21.193 10.860 4.353
C -24.858 11.420 4.024
O -23.455 11.687 4.151
H -25.301 12.082 3.278
H -25.069 10.419 3.649
H -25.345 11.450 5.002
H -23.433 12.432 4.758
C -19.617 16.849 3.723
O -20.816 16.283 4.217
H -19.782 17.849 3.319
H -18.830 17.016 4.464
H -19.102 16.368 2.889
H -20.702 15.357 4.466
*
```



(3)
Density functional theory data (ωB97M-V/def2-TZVPD) for a cluster of 8 separate species, C20H58N2O14 in total at a distorted geometry.

Properties
- SMILES: COC[C@H](C)N.COC[C@H](C)N.OCCO.OCCO.OCCO.OCCO.OCCO.OCCO
- Energy above the lowest of the compared OMol25 structures with the same formula, charge and spin: 9.19 kcal/mol

Geometry as ORCA input:
```
! RIJCOSX wB97M-V def2-TZVPD def2/J DEFGRID3
* xyz 0 1
C 1.158 -2.298 5.647
C 2.340 -2.630 4.782
C 2.072 -2.968 3.322
O 1.169 -4.031 3.267
C 0.960 -4.553 1.974
N 3.370 -1.516 4.869
H 0.629 -1.423 5.248
H 1.493 -2.019 6.645
H 0.385 -3.065 5.655
H 2.941 -3.431 5.234
H 3.009 -3.258 2.829
H 1.738 -2.063 2.790
H 1.831 -4.903 1.406
H 0.527 -3.747 1.368
H 0.276 -5.393 2.067
H 3.647 -1.533 5.851
H 4.241 -1.910 4.479
C -0.456 4.030 -1.201
C -1.616 5.011 -0.939
C -2.497 5.219 -2.162
O -3.203 4.026 -2.423
C -4.221 4.143 -3.402
N -2.361 4.482 0.229
H -0.753 2.985 -1.233
H 0.318 4.163 -0.445
H 0.050 4.326 -2.126
H -1.134 5.962 -0.704
H -1.896 5.555 -3.016
H -3.209 6.039 -1.998
H -3.766 4.259 -4.391
H -4.863 4.993 -3.171
H -4.784 3.219 -3.522
H -3.007 3.814 -0.204
H -3.037 5.204 0.496
C 5.085 0.049 2.418
C 5.719 -1.317 2.071
O 5.491 -2.210 3.155
O 3.644 -0.065 2.439
H 5.282 0.856 1.715
H 5.313 0.431 3.416
H 6.786 -1.236 1.841
H 5.256 -1.611 1.125
H 5.313 -3.059 2.733
H 3.414 -0.675 3.176
C -2.668 -2.534 0.470
C -2.980 -3.182 -0.878
O -1.919 -2.981 -1.826
O -2.920 -1.149 0.365
H -1.664 -2.756 0.846
H -3.392 -3.001 1.158
H -3.918 -2.752 -1.234
H -3.035 -4.257 -0.711
H -1.721 -2.032 -1.720
H -2.793 -0.773 1.249
C 0.647 -1.232 -4.611
C 1.726 -2.329 -4.474
O 2.960 -1.637 -4.195
O 0.470 -0.831 -5.960
H 1.061 -0.436 -3.986
H -0.296 -1.558 -4.182
H 1.846 -2.902 -5.393
H 1.502 -2.937 -3.595
H 3.660 -2.288 -4.096
H 1.314 -0.477 -6.261
C -2.028 1.224 2.802
C -0.602 1.358 3.314
O -0.514 1.564 4.727
O -2.572 -0.085 2.994
H -2.031 1.462 1.740
H -2.694 1.912 3.334
H -0.137 2.210 2.800
H 0.021 0.497 3.048
H 0.416 1.473 4.949
H -2.584 -0.234 3.945
C 0.861 0.403 0.413
C 0.743 -0.105 -1.035
O -0.596 -0.451 -1.329
O 2.048 1.151 0.563
H 0.858 -0.477 1.066
H -0.035 0.991 0.641
H 1.320 -1.025 -1.168
H 1.123 0.613 -1.769
H -1.136 0.332 -1.518
H 2.585 0.684 1.229
C -2.130 0.899 -4.965
C -2.741 0.607 -3.600
O -2.238 1.456 -2.595
O -2.722 2.092 -5.559
H -2.348 0.089 -5.661
H -1.076 1.153 -4.912
H -2.510 -0.419 -3.310
H -3.834 0.646 -3.676
H -2.500 2.392 -2.687
H -3.480 1.780 -6.060
*
```



(4)
Density functional theory data (ωB97M-V/def2-TZVPD) for a cluster of 7 separate species, C20H59N5O7 in total at a distorted geometry.

Properties
- SMILES: COC[C@H](C)N.COC[C@H](C)N.COC[C@H](C)N.COC[C@H](C)N.COC[C@H](C)N.O.O
- Energy above the lowest of the compared OMol25 structures with the same formula, charge and spin: 31.59 kcal/mol

Geometry as ORCA input:
```
! RIJCOSX wB97M-V def2-TZVPD def2/J DEFGRID3
* xyz 0 1
C -29.897 25.000 -7.673
C -28.544 24.999 -6.992
C -27.536 25.878 -7.752
O -27.475 25.516 -9.109
C -26.371 26.141 -9.771
N -28.730 25.480 -5.608
H -30.760 24.819 -7.033
H -29.895 24.293 -8.504
H -30.150 25.986 -8.084
H -28.162 23.979 -6.968
H -26.519 25.776 -7.349
H -27.817 26.925 -7.579
H -26.278 27.209 -9.574
H -26.433 25.922 -10.829
H -25.519 25.691 -9.248
H -27.801 25.546 -5.189
H -29.054 26.445 -5.642
C -30.367 31.716 -11.459
C -29.012 32.024 -12.089
C -28.142 30.780 -12.259
O -27.522 30.400 -11.065
C -26.517 29.380 -11.218
N -29.152 32.741 -13.375
H -30.815 32.635 -11.084
H -30.256 31.016 -10.625
H -31.008 31.188 -12.170
H -28.477 32.756 -11.474
H -27.434 31.023 -13.062
H -28.767 29.957 -12.641
H -25.851 29.743 -12.002
H -27.055 28.467 -11.458
H -25.980 29.370 -10.276
H -29.880 32.278 -13.908
H -29.434 33.675 -13.111
C -25.159 33.107 -13.654
C -23.982 33.933 -13.124
C -24.357 35.363 -12.778
O -25.285 35.371 -11.713
C -25.954 36.611 -11.663
N -23.389 33.296 -11.912
H -24.742 32.241 -14.175
H -25.745 33.738 -14.326
H -25.801 32.686 -12.881
H -23.153 33.903 -13.834
H -24.692 35.826 -13.710
H -23.424 35.839 -12.458
H -26.570 36.842 -12.535
H -25.254 37.437 -11.494
H -26.592 36.571 -10.779
H -24.093 33.380 -11.185
H -23.241 32.314 -12.112
C -23.359 31.349 -9.312
C -21.868 31.053 -9.369
C -21.209 31.458 -8.060
O -19.806 31.321 -8.215
C -19.137 30.948 -7.032
N -21.718 29.592 -9.621
H -23.486 32.426 -9.200
H -23.899 30.743 -8.576
H -23.889 30.986 -10.198
H -21.442 31.619 -10.196
H -21.589 30.877 -7.212
H -21.470 32.495 -7.806
H -19.064 29.871 -6.873
H -19.548 31.398 -6.125
H -18.131 31.356 -7.136
H -21.868 29.090 -8.756
H -20.767 29.477 -9.952
C -36.215 29.848 -13.821
C -35.417 29.071 -12.788
C -34.249 29.847 -12.227
O -33.266 28.972 -11.700
C -32.745 29.262 -10.446
N -36.333 28.719 -11.652
H -35.625 30.297 -14.620
H -36.605 30.755 -13.338
H -37.094 29.288 -14.131
H -35.111 28.090 -13.161
H -34.596 30.577 -11.491
H -33.728 30.403 -13.020
H -32.325 30.268 -10.343
H -31.917 28.587 -10.223
H -33.414 29.156 -9.581
H -35.859 27.978 -11.150
H -37.226 28.393 -11.993
O -30.899 35.464 -12.771
H -30.127 35.995 -12.543
H -31.151 35.765 -13.652
O -28.107 31.632 -8.375
H -28.887 31.372 -7.874
H -28.129 31.084 -9.176
*
```



(5)
Density functional theory data (ωB97M-V/def2-TZVPD) for a cluster of 11 separate species, C20H59O18P in total at a distorted geometry.

Properties
- SMILES: CCCO[C@]1(O)OC(=O)O[C@@]1([C@@H](C)CC)P(=O)(O)O.CO.CO.CO.CO.CO.CO.CO.CO.CO.CO
- Energy above the lowest of the compared OMol25 structures with the same formula, charge and spin: 0.00 kcal/mol

Geometry as ORCA input:
```
! RIJCOSX wB97M-V def2-TZVPD def2/J DEFGRID3
* xyz 0 1
C -0.474 -2.067 2.207
C -1.022 -0.819 2.927
C 0.159 0.029 3.409
O 0.776 0.726 2.321
C 0.373 2.022 2.171
O 1.069 2.845 3.062
O -1.018 2.303 2.425
C -1.023 3.659 2.109
O -1.554 4.512 2.714
O -0.283 3.804 0.973
C 0.396 2.573 0.710
C -0.486 1.641 -0.172
C -1.821 2.320 -0.550
C 0.209 1.092 -1.451
C 0.789 -0.343 -1.273
P 2.147 2.897 0.229
O 2.838 3.773 1.187
O 3.017 1.510 0.126
O 2.177 3.687 -1.227
H -1.244 -2.635 1.690
H 0.295 -1.755 1.502
H 0.033 -2.688 2.945
H -1.713 -0.248 2.305
H -1.595 -1.129 3.807
H 0.905 -0.654 3.817
H -0.159 0.691 4.217
H 0.695 2.737 3.940
H -0.740 0.769 0.430
H -2.398 2.410 0.368
H -2.372 1.634 -1.189
H -1.690 3.288 -1.024
H 0.939 1.777 -1.883
H -0.579 0.996 -2.196
H 0.392 -0.976 -2.064
H 0.476 -0.799 -0.337
H 1.875 -0.377 -1.357
H 3.433 1.496 -0.743
H 2.594 3.112 -1.878
C 1.068 7.434 -1.629
O 0.164 6.382 -1.315
H 0.703 7.934 -2.524
H 1.118 8.160 -0.813
H 2.069 7.040 -1.824
H 0.500 5.950 -0.524
C -0.557 -4.363 -2.953
O -0.709 -3.051 -2.401
H 0.504 -4.587 -3.008
H -1.048 -5.103 -2.313
H -0.978 -4.405 -3.955
H -1.650 -2.866 -2.360
C 2.578 -4.769 0.833
O 2.145 -3.776 1.757
H 1.813 -5.540 0.783
H 2.713 -4.338 -0.163
H 3.518 -5.222 1.162
H 2.828 -3.100 1.808
C 3.398 -2.725 5.022
O 3.454 -2.203 3.701
H 3.672 -3.774 4.963
H 4.092 -2.209 5.689
H 2.381 -2.644 5.417
H 3.207 -1.275 3.724
C 0.893 -3.360 -6.163
O 0.379 -4.658 -5.888
H 0.298 -2.638 -5.609
H 1.936 -3.281 -5.843
H 0.826 -3.133 -7.231
H 0.912 -5.292 -6.381
C -4.340 5.732 -0.120
O -3.303 4.901 0.390
H -4.475 5.490 -1.171
H -5.280 5.551 0.409
H -4.069 6.787 -0.031
H -3.186 5.121 1.319
C 1.166 -7.981 -5.135
O 1.969 -7.349 -6.133
H 0.125 -7.889 -5.431
H 1.421 -9.040 -5.051
H 1.307 -7.493 -4.168
H 2.885 -7.435 -5.862
C -2.262 2.019 -5.077
O -2.500 2.061 -3.672
H -2.160 0.976 -5.366
H -3.098 2.459 -5.626
H -1.341 2.550 -5.330
H -2.588 2.983 -3.419
C -3.893 6.492 4.881
O -4.438 5.228 5.247
H -4.492 7.266 5.354
H -2.860 6.579 5.223
H -3.929 6.624 3.796
H -3.902 4.553 4.824
C 0.617 -5.941 4.040
O 2.001 -5.674 4.225
H 0.359 -6.806 4.646
H 0.010 -5.089 4.360
H 0.401 -6.163 2.991
H 2.215 -4.908 3.677
*
```



| no. | Kohn-Sham gap (eV) | E_HOMO (eV) |
| --- | --- | --- |
| 1 | 8.490 | -7.98 |
| 2 | 7.165 | -16.60 |
| 3 | 9.449 | -9.11 |
| 4 | 9.459 | -9.06 |
| 5 | 9.945 | -9.91 |